29
Properties=species:S:1:pos:R:3 method="wB97M-V/def2-TZVPD" homo_lumo_gap_ev=8.9 e_homo_ev=-8.15 total_energy_ha=-579.11303 relative_energy_kj_mol=240.9 lumo_energy_ev=0.7 molar_mass_da=180.25
C 1.408 2.271 0.635
C 1.091 1.394 1.637
C 1.994 1.312 2.852
C -0.112 0.659 1.675
C -0.347 -0.224 2.641
O -0.613 -1.120 3.357
C -1.206 0.884 0.551
C -0.682 0.116 -0.699
C -1.225 0.737 -2.071
C -1.239 -1.303 -0.669
C -0.521 -2.219 -1.626
C 0.843 -2.340 -1.094
O 1.903 -2.191 -1.640
H 0.752 2.362 -0.209
H 2.262 2.821 0.665
H 2.143 0.223 3.203
H 1.440 1.800 3.575
H 2.928 1.884 2.616
H -1.297 1.956 0.466
H -2.259 0.490 0.806
H 0.353 0.024 -0.707
H -2.198 0.367 -2.211
H -0.608 0.462 -2.872
H -1.235 1.954 -2.031
H -2.275 -1.256 -0.965
H -1.232 -1.714 0.450
H -1.020 -3.185 -1.711
H -0.493 -1.901 -2.595
H 0.687 -2.746 -0.068